This record from the Open Molecules 2025 dataset describes 3 unconnected molecules or ions with the total composition C3H12O3 at a distorted geometry. The level of theory is ωB97M-V with the def2-TZVPD basis set.

Computed properties:
- ⟨S²⟩ = 0.75
- spin multiplicity = 2
- relative energy (zero: lowest compared OMol25 entry of this formula, charge and spin) (kJ/mol) = 154.51
- E_LUMO (alpha / beta) (hartree) = -0.12320 / -0.37232
- charge = +1

The geometry in XYZ format:
```
18
C3H12O3 (ωB97M-V with the def2-TZVPD basis set)
C 1.370 -1.068 -0.037
C 1.109 0.361 -0.308
C 0.213 1.002 0.837
O 0.476 0.590 -1.596
H 2.286 -1.360 -0.554
H 0.496 -1.613 -0.412
H 1.629 -1.097 1.024
H 2.141 0.761 -0.304
H 0.562 0.654 1.782
H -0.706 0.422 0.530
H -0.116 2.063 0.985
H 0.695 1.540 -1.716
H -3.062 -3.982 3.268
H -2.846 -2.763 4.237
O -2.442 -3.351 3.420
H -0.978 3.074 -4.174
H -0.604 1.917 -3.376
O -0.222 2.852 -3.606
```

This record from the Open Molecules 2025 dataset describes 2 unconnected molecules or ions with the total composition C2H4O3S at a distorted geometry. The level of theory is ωB97M-V with the def2-TZVPD basis set.

Computed properties:
- spin multiplicity = 1
- relative energy (zero: lowest compared OMol25 entry of this formula, charge and spin) (kJ/mol) = 275.59
- E_LUMO (hartree) = -0.00253
- SMILES string = O=C=CO.OS

The geometry in XYZ format:
```
10
C2H4O3S (ωB97M-V with the def2-TZVPD basis set)
O 0.982 0.821 -0.105
C 0.161 1.209 0.616
C -0.889 1.570 1.280
O -1.449 1.119 2.429
H -1.274 2.676 1.012
H -1.204 0.122 2.453
O 1.583 -2.198 -1.435
S 0.070 -2.127 -2.106
H 1.609 -1.451 -0.921
H 0.413 -1.742 -3.224
```

This record from the Open Molecules 2025 dataset describes a molecular structure, C21H36P2SeTi at a distorted geometry. The level of theory is ωB97M-V with the def2-TZVPD basis set.

Computed properties:
- ⟨S²⟩ = 2.01
- spin multiplicity = 3
- relative energy (zero: lowest compared OMol25 entry of this formula, charge and spin) (kJ/mol) = 0.00
- E_LUMO (alpha / beta) (hartree) = 0.00935 / 0.00003

The geometry in XYZ format:
```
61
C21H36P2SeTi (ωB97M-V with the def2-TZVPD basis set)
P -2.023 -0.003 -1.027
P 0.272 -2.077 -0.871
C -2.101 -1.456 -2.188
C -1.355 -2.650 -1.572
H -1.606 -1.140 -3.114
H -3.137 -1.713 -2.439
H -1.928 -3.059 -0.731
H -1.214 -3.458 -2.299
C 1.423 -2.236 -2.297
H 2.447 -2.103 -1.936
H 1.215 -1.441 -3.019
H 1.333 -3.211 -2.789
C 0.788 -3.481 0.193
H 0.719 -4.441 -0.331
H 0.157 -3.503 1.085
H 1.821 -3.316 0.511
C -2.542 1.405 -2.084
H -2.723 2.314 -1.499
H -3.452 1.129 -2.624
H -1.756 1.598 -2.819
C -3.500 -0.241 0.044
H -3.311 -1.062 0.741
H -4.400 -0.457 -0.542
H -3.656 0.668 0.630
Ti 0.000 0.000 0.000
C -2.999 -5.786 -3.735
C -2.184 -5.207 -4.624
C -2.493 -4.556 -5.947
C -3.959 -4.148 -6.212
C -4.492 -3.165 -5.198
C -5.024 -3.407 -3.994
C -5.266 -4.713 -3.283
C -4.499 -5.952 -3.795
C -0.225 1.956 0.779
H -2.533 -6.169 -2.828
H -1.123 -5.192 -4.370
H -2.157 -5.219 -6.760
H -1.864 -3.658 -6.028
H -3.996 -3.680 -7.202
H -4.589 -5.038 -6.276
H -4.400 -2.117 -5.485
H -5.338 -2.534 -3.420
H -6.345 -4.933 -3.296
H -5.014 -4.563 -2.223
H -4.779 -6.799 -3.157
H -4.833 -6.210 -4.801
H 0.091 1.983 1.828
H -1.244 2.359 0.719
H 0.435 2.626 0.213
Se 2.271 -0.282 1.217
C 2.564 1.414 2.068
C 3.185 2.460 1.376
C 3.415 3.682 2.018
C 3.027 3.859 3.350
C 2.411 2.813 4.044
C 2.183 1.590 3.406
H 3.492 2.326 0.347
H 3.897 4.491 1.484
H 3.206 4.804 3.846
H 2.113 2.949 5.076
H 1.710 0.782 3.948
```

This record from the Open Molecules 2025 dataset describes a gas-phase ion, CH7N5P (charge +1) at a distorted geometry. The level of theory is ωB97M-V with the def2-TZVPD basis set.

Computed properties:
- spin multiplicity = 1
- relative energy (zero: lowest compared OMol25 entry of this formula, charge and spin) (kJ/mol) = 86.28
- E_LUMO (hartree) = -0.22796
- charge = +1
- SMILES string = [H]/N=C(N)\N=P(/[NH3+])=N\[H]

The geometry in XYZ format:
```
14
CH7N5P (ωB97M-V with the def2-TZVPD basis set)
H -2.281 -2.406 2.023
N -1.565 -2.603 1.339
C -0.884 -1.662 0.869
N 0.181 -1.881 0.024
N -1.098 -0.340 1.243
P -0.485 1.005 0.755
N 1.225 1.378 -0.489
N -0.704 2.493 1.009
H -1.507 2.796 1.539
H 0.191 -1.358 -0.845
H 0.331 -2.870 -0.139
H 1.291 2.375 -0.260
H 2.073 0.899 -0.183
H 1.111 1.270 -1.496
```

This record from the Open Molecules 2025 dataset describes 8 unconnected molecules or ions with the total composition C3H25N3O7 at a distorted geometry. The level of theory is ωB97M-V with the def2-TZVPD basis set.

Computed properties:
- spin multiplicity = 1
- relative energy (zero: lowest compared OMol25 entry of this formula, charge and spin) (kJ/mol) = 55.77
- E_LUMO (hartree) = 0.00284
- SMILES string = NCCNCN.O.O.O.O.O.O.O

The geometry in XYZ format:
```
38
C3H25N3O7 (ωB97M-V with the def2-TZVPD basis set)
N -2.180 2.827 -1.145
C -2.360 1.463 -1.602
C -1.342 0.832 -2.542
N -0.211 0.649 -1.604
C 1.144 0.868 -2.256
N 1.618 2.196 -1.975
H -1.207 3.070 -0.906
H -2.649 3.135 -0.350
H -3.439 1.310 -2.141
H -2.523 0.720 -0.738
H -1.493 -0.158 -3.021
H -1.151 1.607 -3.420
H -0.288 -0.146 -0.998
H 1.035 0.636 -3.354
H 1.921 0.039 -1.910
H 1.288 3.046 -2.584
H 1.608 2.467 -0.997
O 0.725 -0.739 2.567
H 0.354 -1.086 3.393
H 0.217 0.063 2.283
O 1.127 2.082 1.478
H 0.171 2.370 1.225
H 1.425 1.852 0.635
O 0.676 -1.816 0.067
H 0.657 -1.672 1.007
H 1.572 -1.537 -0.071
O -1.129 0.717 3.824
H -0.906 1.576 3.540
H -1.920 0.541 4.117
O 4.876 -0.920 0.009
H 4.461 -1.367 0.710
H 4.695 -0.071 -0.073
O -1.104 -4.448 -0.478
H -0.391 -5.009 -0.657
H -0.919 -3.608 -0.961
O -2.342 -2.522 1.814
H -2.856 -2.975 1.126
H -1.535 -2.323 1.380
```

This record from the Open Molecules 2025 dataset describes a molecular structure, C5H8O3 at a distorted geometry. The level of theory is ωB97M-V with the def2-TZVPD basis set.

Computed properties:
- spin multiplicity = 1
- relative energy (zero: lowest compared OMol25 entry of this formula, charge and spin) (kJ/mol) = 688.81
- E_LUMO (hartree) = 0.01514

The geometry in XYZ format:
```
16
C5H8O3 (ωB97M-V with the def2-TZVPD basis set)
C 0.111 0.622 -0.770
C -0.397 0.894 0.726
C -0.379 -0.574 0.968
C 0.785 -1.102 0.311
C -0.150 -0.808 -0.866
H 2.100 1.492 -1.324
H -0.426 1.611 -1.175
H 0.260 1.647 1.376
H -2.071 0.766 -0.197
H -0.701 -0.897 1.879
H 1.645 -0.744 0.557
H 0.911 -2.168 0.340
H -0.248 -1.380 -1.779
O 1.629 0.458 -0.839
O -1.766 1.271 0.761
O -1.305 -1.088 0.034
```

This record from the Open Molecules 2025 dataset describes 2 unconnected molecules or ions with the total composition C3H10OS2 at a distorted geometry. The level of theory is ωB97M-V with the def2-TZVPD basis set.

Computed properties:
- ⟨S²⟩ = 0.75
- spin multiplicity = 2
- relative energy (zero: lowest compared OMol25 entry of this formula, charge and spin) (kJ/mol) = 113.57
- E_LUMO (alpha / beta) (hartree) = 0.13166 / 0.13102
- charge = -1

The geometry in XYZ format:
```
16
C3H10OS2 (ωB97M-V with the def2-TZVPD basis set)
C 0.512 -1.830 -2.373
S 0.062 -0.222 -3.117
S 1.272 1.102 -1.640
H -0.032 -2.567 -2.958
H 0.197 -1.866 -1.325
H 1.598 -1.937 -2.400
H 0.286 1.865 -1.170
C -0.042 1.192 1.735
O -0.884 1.953 0.896
C -0.428 -0.250 1.864
H 0.933 1.249 1.288
H -0.028 1.669 2.705
H -1.774 1.613 0.785
H 0.258 -0.824 2.480
H -1.398 -0.384 2.327
H -0.532 -0.763 0.903
```

This record from the Open Molecules 2025 dataset describes a gas-phase ion, C6H8O3P (charge -1) at a distorted geometry. The level of theory is ωB97M-V with the def2-TZVPD basis set.

Computed properties:
- spin multiplicity = 1
- relative energy (zero: lowest compared OMol25 entry of this formula, charge and spin) (kJ/mol) = 287.31
- E_LUMO (alpha / beta) (hartree) = 0.11346 / 0.12844
- charge = -1

The geometry in XYZ format:
```
18
C6H8O3P (ωB97M-V with the def2-TZVPD basis set)
C 3.112 -0.451 0.225
C 1.919 -0.427 0.094
C -0.313 -0.627 0.940
C 0.595 1.299 -0.623
C 0.549 -0.165 -0.360
C 0.086 -0.906 -1.623
O -3.806 0.807 0.430
O -2.120 1.369 2.356
O -1.641 -0.426 0.653
P -2.465 0.935 0.985
H 4.028 -0.587 0.553
H -0.180 -1.623 1.082
H -0.103 0.016 1.802
H 0.895 1.924 0.280
H -0.433 1.779 -1.137
H 0.747 -0.682 -2.413
H -0.860 -0.295 -1.770
H -0.010 -1.940 -1.475
```